[1]
Below is a 2-piece molecular cluster, C4H11N2O overall, with properties calculated with ωB97M-V/def2-TZVPD.

Its total charge is +1. Its spin multiplicity is 1. The calculation puts the HOMO-LUMO gap at 10.069 eV. Its LUMO energy is -3.8 eV. The calculated total energy is -343.4620 Eh. The HOMO energy is -13.88 eV. The molecular weight is 103.14 g/mol.

```
18
C4H11N2O | the Open Molecules 2025 dataset | ωB97M-V/def2-TZVPD
C -2.870 1.513 1.281
C -1.800 0.511 0.828
C -0.479 0.712 1.154
N 0.637 -0.168 0.781
H -2.440 2.322 1.898
H -3.435 1.951 0.423
H -3.593 0.967 1.880
H -2.137 -0.357 0.278
H -0.203 1.488 1.852
H 0.337 -1.014 0.176
H 1.318 0.350 0.155
H 1.243 -0.452 1.561
C 2.026 -1.857 -2.408
N 2.453 -0.735 -1.620
O 2.067 -3.046 -2.065
H 1.583 -1.451 -3.334
H 2.685 0.064 -2.214
H 2.609 -0.797 -0.627
```

=====

[2]
Below is C21H42CrF12O21P2 as an isolated structure, with properties calculated with ωB97M-V/def2-TZVPD.

Its total charge is +1. Its spin multiplicity is 4. The calculation puts the HOMO-LUMO gap (spin up / spin down) at 7.828 / 9.449 eV. Its LUMO energy (spin up / spin down) is -5.5 / -3.9 eV. The calculated total energy is -5331.1455 Eh. The HOMO energy (spin up / spin down) is -13.36 / -13.37 eV. The molecular weight is 972.47 g/mol. The expectation value of S² is 3.768.

```
99
C21H42CrF12O21P2 | the Open Molecules 2025 dataset | ωB97M-V/def2-TZVPD
Cr -0.196 -0.215 0.105
P -3.782 1.174 1.851
F -2.472 0.818 0.898
F -3.442 2.786 1.678
F -4.745 1.097 0.533
F -5.136 1.433 2.810
F -3.848 -0.404 2.129
F -2.643 1.296 3.049
P 0.771 -3.969 0.307
F 1.484 -5.453 0.228
F 1.375 -3.795 1.839
F 2.148 -3.470 -0.365
F 0.232 -2.491 0.439
F 0.176 -4.164 -1.206
F -0.622 -4.632 0.821
C -0.728 -2.085 -3.944
O 0.649 -1.822 -3.879
C 1.170 -1.346 -2.713
O 0.516 -1.012 -1.704
O 2.496 -1.307 -2.708
C 3.354 -1.654 -3.747
H -1.006 -2.986 -3.397
H -0.750 -2.305 -5.011
H -1.377 -1.228 -3.763
H 3.258 -2.644 -4.193
H 4.359 -1.592 -3.329
H 3.252 -0.965 -4.586
C -3.387 2.702 -2.090
O -2.188 2.473 -2.803
C -1.279 1.613 -2.330
O -1.160 1.134 -1.167
O -0.353 1.327 -3.275
C -0.173 2.048 -4.521
H -4.021 3.336 -2.710
H -3.218 3.146 -1.109
H -3.951 1.773 -2.009
H 0.706 1.805 -5.117
H -0.117 3.126 -4.377
H -1.047 1.887 -5.153
C 3.435 2.241 -3.948
O 2.538 1.737 -3.017
C 2.680 1.751 -1.663
O 1.820 1.310 -0.920
O 3.949 2.250 -1.327
C 4.134 2.806 -0.008
H 3.584 3.304 -3.757
H 3.054 2.101 -4.959
H 4.385 1.719 -3.829
H 3.745 3.824 -0.019
H 5.200 2.932 0.180
H 3.750 2.170 0.789
C -3.351 -3.704 0.404
O -3.823 -2.760 -0.567
C -3.060 -1.641 -0.963
O -1.911 -1.325 -0.424
O -3.724 -0.839 -1.763
C -5.099 -0.923 -1.912
H -3.003 -4.616 -0.083
H -4.176 -4.139 0.968
H -2.603 -3.270 1.067
H -5.309 -1.664 -2.683
H -5.555 -0.005 -2.283
H -5.672 -1.046 -0.992
C 3.465 -0.538 4.021
O 2.468 -0.546 2.984
C 2.685 -0.650 1.674
O 1.818 -0.524 0.849
O 3.987 -1.088 1.415
C 4.433 -1.431 0.128
H 4.274 0.184 3.908
H 4.022 -1.460 4.185
H 3.015 -0.104 4.913
H 3.991 -0.766 -0.614
H 4.329 -2.450 -0.245
H 5.510 -1.304 0.233
C -2.050 -3.473 3.766
O -1.488 -2.660 2.800
C -0.916 -1.452 3.041
O -0.488 -0.748 2.130
O -0.722 -1.247 4.328
C -0.254 -0.013 4.861
H -1.314 -3.737 4.525
H -2.466 -4.388 3.343
H -2.884 -2.922 4.200
H -1.010 0.767 4.771
H 0.651 0.381 4.400
H -0.007 -0.076 5.921
C -0.211 3.501 4.115
O 0.167 2.464 3.209
C 0.197 2.552 1.899
O 0.114 1.595 1.129
O 0.178 3.853 1.491
C 0.067 4.283 0.147
H -0.004 3.058 5.089
H -1.272 3.750 4.113
H 0.335 4.426 3.931
H -0.512 3.521 -0.376
H 1.081 4.373 -0.243
H -0.487 5.221 0.187
```

=====

[3]
Below is C34H28GeMoN2O4 as an isolated structure, with properties calculated with ωB97M-V/def2-TZVPD.

Its total charge is 0. Its spin multiplicity is 1. The calculation puts the HOMO-LUMO gap at 7.948 eV. Its LUMO energy is -0.4 eV. The calculated total energy is -3868.0442 Eh. The HOMO energy is -8.31 eV. The molecular weight is 697.16 g/mol.

```
70
C34H28GeMoN2O4 | the Open Molecules 2025 dataset | ωB97M-V/def2-TZVPD
Mo 0.207 0.381 0.082
C -0.116 2.230 4.028
O -1.288 1.469 4.315
C -2.269 1.391 3.374
C -3.575 1.447 3.833
C -4.659 1.370 2.966
C -4.432 1.241 1.614
C -3.123 1.149 1.129
C -2.940 0.984 -0.295
N -1.861 0.557 -0.847
N -1.894 0.491 -2.234
C -0.689 0.441 -2.688
O 0.379 0.499 -1.926
C -0.447 0.427 -4.149
C 0.829 0.701 -4.631
C 1.058 0.738 -5.998
C 0.019 0.495 -6.884
C -1.254 0.217 -6.403
C -1.490 0.187 -5.040
C -2.025 1.218 1.998
O -0.772 1.221 1.553
H 0.327 2.467 4.994
H -0.368 3.160 3.512
H 0.592 1.668 3.424
H -3.721 1.568 4.899
H -5.667 1.426 3.354
H -5.256 1.194 0.913
H -3.768 1.241 -0.954
H 1.631 0.892 -3.930
H 2.051 0.959 -6.369
H 0.200 0.521 -7.951
H -2.065 0.025 -7.094
H -2.477 -0.021 -4.650
C 1.774 1.390 0.277
Ge 1.731 3.243 -0.340
C 2.838 3.403 -1.935
C 2.475 4.193 -3.022
C 3.284 4.265 -4.150
C 4.468 3.547 -4.201
C 4.847 2.761 -3.120
C 4.036 2.691 -1.997
C -0.130 3.711 -0.715
C -0.937 4.190 0.320
C -2.279 4.462 0.106
C -2.835 4.262 -1.153
C -2.048 3.791 -2.193
C -0.703 3.522 -1.973
C 2.387 4.361 1.119
C 2.677 3.818 2.367
C 3.116 4.625 3.410
C 3.269 5.989 3.212
C 2.983 6.544 1.972
C 2.544 5.735 0.935
H 2.726 0.964 0.583
H 1.556 4.766 -2.996
H 2.986 4.882 -4.988
H 5.098 3.599 -5.080
H 5.774 2.202 -3.154
H 4.342 2.068 -1.164
H -0.513 4.345 1.306
H -2.895 4.819 0.922
H -3.885 4.472 -1.320
H -2.478 3.612 -3.170
H -0.103 3.139 -2.791
H 2.557 2.753 2.533
H 3.339 4.188 4.375
H 3.609 6.620 4.023
H 3.102 7.609 1.814
H 2.323 6.182 -0.029
O 0.641 -1.156 0.513
```

=====

[4]
Below is a 10-piece molecular cluster, C2H24O11 overall, with properties calculated with ωB97M-V/def2-TZVPD.

Its total charge is 0. Its spin multiplicity is 1. The calculation puts the HOMO-LUMO gap at 10.170 eV. Its LUMO energy is 0.1 eV. The calculated total energy is -918.1947 Eh. The HOMO energy is -10.07 eV. The molecular weight is 224.20 g/mol. Its SMILES is OCCO.O.O.O.O.O.O.O.O.O.

```
37
C2H24O11 | the Open Molecules 2025 dataset | ωB97M-V/def2-TZVPD
O 3.447 -0.202 -2.059
H 3.059 -0.275 -1.180
H 4.367 -0.276 -1.902
O -2.109 1.787 -0.119
H -2.372 0.855 -0.037
H -2.718 2.073 -0.795
O 0.279 0.609 -0.914
H 0.018 0.069 -1.676
H -0.588 0.916 -0.603
O 1.804 2.065 -2.615
H 1.227 1.535 -2.074
H 2.626 1.651 -2.580
O 2.207 -1.087 0.271
H 2.859 -0.547 0.664
H 1.524 -0.464 0.160
O -0.523 -2.594 -0.608
H 0.177 -2.321 -1.271
H -0.588 -3.526 -0.794
O -0.306 3.785 -0.592
H -0.814 4.567 -0.449
H -0.953 3.089 -0.527
O -0.603 -0.022 -3.663
H -0.389 0.823 -4.119
H 0.078 -0.607 -3.916
O -2.729 -0.715 -0.269
H -1.920 -1.209 -0.246
H -3.229 -1.136 0.451
C -0.780 -1.602 2.968
C -0.241 -0.274 3.363
O -0.831 0.675 2.434
O -0.269 -2.548 3.857
H -0.619 -1.791 1.925
H -1.859 -1.563 3.032
H 0.808 -0.441 3.373
H -0.615 -0.041 4.382
H -0.068 1.198 2.185
H 0.643 -2.458 3.943
```

=====

[5]
Below is C22H18BrCaN3O2 as an isolated structure, with properties calculated with ωB97M-V/def2-TZVPD.

Its total charge is 0. Its spin multiplicity is 1. The calculation puts the HOMO-LUMO gap at 7.909 eV. Its LUMO energy is 0.2 eV. The calculated total energy is -4415.4708 Eh. The HOMO energy is -7.69 eV. The molecular weight is 476.39 g/mol.

```
47
C22H18BrCaN3O2 | the Open Molecules 2025 dataset | ωB97M-V/def2-TZVPD
Ca 0.186 0.145 0.094
Br -2.631 0.736 1.019
C -2.187 2.089 2.320
C -3.247 2.689 2.931
C -3.004 3.678 3.905
C -1.722 4.017 4.220
C -0.623 3.392 3.583
C 0.702 3.754 3.920
C 1.752 3.147 3.295
C 1.517 2.162 2.311
C 0.259 1.738 1.926
C -0.826 2.386 2.592
H -4.260 2.413 2.676
H -3.842 4.156 4.396
H -1.523 4.777 4.967
H 0.860 4.512 4.678
H 2.769 3.418 3.558
H 2.401 1.721 1.847
O -0.377 -2.011 0.330
O 1.005 -1.801 -0.074
C 4.161 4.153 -0.956
N 3.470 2.889 -1.103
C 4.036 1.639 -1.064
C 3.004 0.754 -1.143
N 1.817 1.441 -1.229
C 2.138 2.715 -1.192
H 5.167 4.060 -1.359
H 4.219 4.438 0.095
H 3.633 4.926 -1.510
H 5.100 1.499 -0.987
H 3.030 -0.324 -1.141
H 1.444 3.540 -1.208
C -1.035 -2.702 -0.717
C -2.490 -2.768 -0.341
C -3.464 -2.214 -1.161
C -4.798 -2.227 -0.786
C -5.160 -2.794 0.432
C -4.188 -3.350 1.266
C -2.863 -3.337 0.875
C -6.534 -2.807 0.829
N -7.640 -2.828 1.138
H -0.904 -2.169 -1.668
H -0.582 -3.692 -0.825
H -3.179 -1.764 -2.104
H -5.556 -1.793 -1.424
H -4.480 -3.782 2.213
H -2.102 -3.754 1.520
```

=====

[6]
Below is C26H25Br2F6N2O5PdS2Te as an isolated structure, with properties calculated with ωB97M-V/def2-TZVPD.

Its total charge is +2. Its spin multiplicity is 2. The calculation puts the HOMO-LUMO gap (spin up / spin down) at 5.745 / 5.738 eV. Its LUMO energy (spin up / spin down) is -9.1 / -9.1 eV. The calculated total energy is -8430.2444 Eh. The HOMO energy (spin up / spin down) is -14.81 / -14.81 eV. The molecular weight is 1017.45 g/mol. The expectation value of S² is 0.765.

```
70
C26H25Br2F6N2O5PdS2Te | the Open Molecules 2025 dataset | ωB97M-V/def2-TZVPD
Pd 1.032 2.248 0.042
Br -1.752 2.713 2.444
C -0.137 2.360 3.389
Br 1.007 1.111 2.416
H -0.349 1.898 4.347
H 0.428 3.280 3.487
F 3.244 2.880 3.587
C 4.147 3.435 2.785
F 4.333 4.690 3.130
F 5.271 2.755 2.836
S 3.570 3.401 1.016
O 3.489 2.021 0.586
O 4.372 4.344 0.328
N 1.969 3.795 1.105
S 1.205 5.056 0.352
O 1.092 6.206 1.161
O 0.014 4.338 -0.118
C 2.106 5.531 -1.230
F 1.182 6.095 -1.984
F 2.551 4.422 -1.812
F 3.076 6.368 -0.983
C -1.449 -3.669 5.163
C -1.360 -2.865 3.902
C -0.190 -2.840 3.146
C -0.084 -2.113 1.969
C 1.250 -2.069 1.273
C -1.219 -1.417 1.537
Te -1.432 -0.748 -0.414
N -0.403 1.012 -0.682
C -0.045 1.275 -1.946
O 1.039 1.968 -1.995
C -0.746 0.918 -3.171
C -2.142 0.869 -3.206
C -2.781 0.538 -4.388
C -2.033 0.261 -5.526
C -0.645 0.335 -5.497
C 0.004 0.674 -4.324
C -0.128 -1.998 -1.484
C 1.123 -1.564 -1.908
C 1.912 -2.413 -2.661
C 1.444 -3.686 -2.974
C 0.200 -4.102 -2.535
C -0.620 -3.267 -1.774
C -1.946 -3.794 -1.295
C -2.416 -1.391 2.283
C -3.667 -0.649 1.875
C -2.453 -2.121 3.461
H -0.479 -4.057 5.463
H -2.124 -4.515 5.021
H -1.854 -3.070 5.979
H 0.679 -3.387 3.494
H 1.526 -3.048 0.877
H 2.025 -1.788 1.987
H 1.279 -1.352 0.451
H -2.728 1.158 -2.342
H -3.861 0.522 -4.431
H -2.538 0.003 -6.447
H -0.072 0.138 -6.392
H 1.084 0.737 -4.288
H 1.501 -0.581 -1.647
H 2.887 -2.088 -2.996
H 2.058 -4.356 -3.559
H -0.154 -5.095 -2.781
H -2.482 -4.281 -2.109
H -2.622 -3.026 -0.899
H -1.802 -4.529 -0.502
H -3.482 0.194 1.207
H -4.152 -0.238 2.759
H -4.385 -1.320 1.397
H -3.363 -2.112 4.049
```

=====

[7]
Below is C22H29Br3Cs3F6NO13PS as an isolated structure, with properties calculated with ωB97M-V/def2-TZVPD.

Its total charge is -1. Its spin multiplicity is 1. The calculation puts the HOMO-LUMO gap at 1.647 eV. Its LUMO energy is -0.8 eV. The calculated total energy is -11009.2131 Eh. The HOMO energy is -2.48 eV. The molecular weight is 1330.92 g/mol.

```
79
C22H29Br3Cs3F6NO13PS | the Open Molecules 2025 dataset | ωB97M-V/def2-TZVPD
O 2.699 4.989 -3.561
S 2.243 4.620 -2.133
O 1.133 5.599 -1.692
C 1.586 2.885 -2.223
C 0.385 2.915 -3.320
C -0.952 2.534 -2.549
O -1.416 3.510 -1.540
C -2.232 4.505 -2.074
F -1.585 5.452 -2.881
F -2.715 5.235 -0.963
F -3.352 4.052 -2.742
H 3.262 4.678 -1.178
H 2.433 2.176 -2.512
H 1.173 2.551 -1.222
H 0.301 3.962 -3.784
H -1.724 2.260 -3.326
H -0.720 1.572 -1.978
C 1.909 -1.261 -5.272
C 1.978 -0.347 -4.282
C 2.082 -0.750 -2.878
O 2.145 0.104 -1.954
C 2.110 -2.187 -2.590
C 2.040 -3.105 -3.577
C 1.936 -2.699 -4.984
O 1.878 -3.544 -5.898
H 1.830 -0.979 -6.317
H 1.960 0.720 -4.474
H 2.188 -2.464 -1.548
H 2.058 -4.176 -3.379
N 2.315 6.207 0.983
C 3.518 6.861 0.904
C 3.789 7.399 2.137
C 2.714 7.054 2.994
C 1.821 6.316 2.256
H 1.864 5.720 0.223
H 4.074 6.886 -0.021
H 4.664 7.976 2.394
H 2.606 7.316 4.035
H 0.880 5.862 2.525
Cs 4.067 6.207 -4.368
Cs 0.437 7.337 -1.505
C -1.749 -4.526 2.423
C -2.277 -4.640 1.007
O -1.204 -4.552 0.053
C -0.487 -5.671 -0.129
O -0.684 -6.706 0.446
C 0.584 -5.449 -1.192
F 1.258 -4.298 -1.009
F 0.056 -5.393 -2.427
F 1.503 -6.429 -1.214
H -1.162 -3.612 2.540
H -2.571 -4.516 3.140
H -1.089 -5.362 2.667
H -2.950 -3.806 0.801
H -2.850 -5.558 0.863
O -5.281 -5.892 1.743
H -5.743 -5.768 0.906
H -5.375 -6.837 1.922
C -8.400 -8.869 1.894
Br -9.591 -8.273 0.492
Br -6.608 -9.205 1.224
Br -8.385 -7.649 3.398
H -8.789 -9.820 2.257
O -12.801 -9.261 1.377
P -12.170 -9.925 2.604
O -11.494 -8.854 3.464
O -11.123 -10.953 2.164
O -13.265 -10.630 3.410
C 7.650 7.210 5.001
C 7.325 6.258 3.880
O 7.757 6.432 2.758
C 6.443 5.081 4.205
H 8.292 8.007 4.623
H 6.732 7.654 5.390
H 8.180 6.681 5.796
H 5.471 5.431 4.559
H 6.919 4.458 4.965
H 6.293 4.482 3.305
Cs 4.202 -3.193 -5.035
```

=====

[8]
Below is a 2-piece molecular cluster, CH3O3S overall, with properties calculated with ωB97M-V/def2-TZVPD.

Its total charge is -1. Its spin multiplicity is 3. The calculation puts the HOMO-LUMO gap (spin up / spin down) at 7.361 / 8.048 eV. Its LUMO energy (spin up / spin down) is 4.4 / 3.0 eV. The calculated total energy is -663.7551 Eh. The HOMO energy (spin up / spin down) is -3.00 / -5.03 eV. The molecular weight is 95.10 g/mol. The expectation value of S² is 2.006.

```
8
CH3O3S | the Open Molecules 2025 dataset | ωB97M-V/def2-TZVPD
C -0.046 0.018 -0.061
O 0.689 1.191 3.473
O 0.354 -1.312 3.546
O 2.473 -0.365 2.802
S 1.059 -0.157 2.954
H -0.345 0.942 0.461
H 0.692 0.118 -0.785
H 0.099 -0.756 0.688
```